# 1
Molecular formula: C10H27N3O4
Method: DFT, wB97M-V/def2-TZVPD

Summary:
energy above the lowest of the compared OMol25 structures with the same formula, charge and spin	0.0	kcal per mole
calculated total energy	-23467.990	eV
structure (SMILES)	CC1(C)CCCC(C)(C)N1O.NC(N)=O.O.O
Kohn-Sham gap	8.813	eV
HOMO level	-8.13	eV

Each line ends with the natural charge from an NBO analysis.
Positions of all 44 atoms, in Å:
C: 2.521 0.145 -2.331  -0.646
C: 1.782 0.438 -1.035  0.143
C: 2.659 0.382 0.260  -0.627
C: 1.089 1.842 -1.159  -0.404
C: 0.003 1.917 -2.137  -0.416
C: -1.094 0.973 -1.682  -0.393
C: -0.680 -0.480 -1.473  0.104
C: -1.600 -1.134 -0.538  -0.611
C: -0.684 -1.218 -2.769  -0.632
N: 0.674 -0.553 -0.756  -0.192
O: 1.106 -1.836 -0.697  -0.587
H: 1.882 0.298 -3.184  0.209
H: 3.385 0.839 -2.381  0.222
H: 2.842 -0.864 -2.376  0.188
H: 1.984 0.765 1.073  0.240
H: 2.923 -0.697 0.381  0.220
H: 3.536 1.061 0.185  0.205
H: 0.715 2.076 -0.161  0.214
H: 1.931 2.513 -1.407  0.207
H: -0.392 2.928 -1.992  0.212
H: 0.316 1.883 -3.155  0.204
H: -1.942 0.979 -2.326  0.211
H: -1.408 1.338 -0.706  0.205
H: -2.571 -1.296 -1.039  0.198
H: -1.765 -0.594 0.422  0.227
H: -1.364 -2.198 -0.410  0.227
H: -0.684 -2.236 -2.603  0.213
H: 0.125 -0.923 -3.420  0.204
H: -1.647 -1.053 -3.184  0.211
H: 1.743 -2.003 -1.398  0.443
N: -2.238 0.156 3.379  -0.899
C: -1.311 1.114 2.944  0.791
N: -1.889 2.307 2.629  -0.842
O: -0.118 0.856 2.812  -0.693
H: -1.852 -0.718 3.794  0.445
H: -3.209 0.113 3.138  0.388
H: -1.384 3.122 2.299  0.409
H: -2.806 2.399 2.995  0.388
O: -1.355 -2.456 3.836  -0.974
H: -1.068 -2.852 4.653  0.467
H: -0.569 -2.531 3.285  0.511
O: 0.770 -1.822 2.389  -1.000
H: 0.573 -0.862 2.324  0.516
H: 1.068 -2.116 1.519  0.493

# 2
Molecular formula: C10H27N6O9
Method: DFT, wB97M-V/def2-TZVPD

Summary:
net charge	+1
calculated total energy	-38157.862	eV
Kohn-Sham gap	9.263	eV
HOMO level	-12.38	eV

Each line ends with the natural charge from an NBO analysis.
Positions of all 52 atoms, in Å:
C: 4.409 0.799 -2.307  -0.638
C: 4.093 0.728 -3.786  -0.087
O: 2.898 -0.019 -4.060  -0.512
C: 1.737 0.662 -4.343  0.250
C: 0.560 -0.322 -4.286  -0.261
N: -0.164 -0.269 -3.039  -0.607
C: -0.837 1.003 -2.876  -0.259
C: 0.050 2.204 -3.286  -0.247
N: 1.490 1.760 -3.331  -0.533
H: 3.772 1.492 -1.758  0.180
H: 4.317 -0.189 -1.865  0.236
H: 5.439 1.123 -2.194  0.248
H: 4.900 0.206 -4.291  0.222
H: 4.060 1.726 -4.233  0.163
H: 1.777 1.125 -5.333  0.187
H: 0.941 -1.318 -4.486  0.253
H: -0.141 -0.056 -5.077  0.209
H: 0.403 -0.522 -2.239  0.374
H: -1.189 1.120 -1.856  0.257
H: -1.704 1.015 -3.536  0.214
H: -0.009 3.004 -2.556  0.240
H: -0.208 2.592 -4.265  0.225
H: 2.056 2.569 -3.577  0.442
H: 1.760 1.436 -2.402  0.441
C: -2.117 -2.929 -2.525  -0.491
N: -3.204 -3.269 -1.569  0.538
O: -3.686 -2.319 -0.983  -0.404
O: -3.491 -4.430 -1.408  -0.350
H: -1.985 -1.859 -2.473  0.240
H: -1.221 -3.449 -2.198  0.230
H: -2.407 -3.258 -3.519  0.235
C: -2.903 -1.027 1.751  -0.484
N: -1.930 0.022 1.338  0.548
O: -1.664 0.903 2.124  -0.360
O: -1.451 -0.065 0.217  -0.443
H: -3.232 -0.817 2.757  0.244
H: -3.723 -1.001 1.042  0.253
H: -2.390 -1.982 1.698  0.242
C: -3.260 0.148 6.222  -0.485
N: -2.225 -0.767 5.667  0.543
O: -2.556 -1.555 4.803  -0.392
O: -1.103 -0.662 6.111  -0.379
H: -4.201 -0.064 5.732  0.231
H: -3.314 -0.039 7.290  0.246
H: -2.925 1.163 6.031  0.240
C: 1.790 0.383 5.683  -0.481
N: 2.455 1.249 6.695  0.534
O: 2.675 0.780 7.789  -0.362
O: 2.730 2.379 6.346  -0.388
H: 1.601 -0.586 6.126  0.238
H: 0.866 0.871 5.398  0.235
H: 2.463 0.312 4.834  0.224

# 3
Molecular formula: C10H27NO14P2Y
Method: DFT, wB97M-V/def2-TZVPD

Summary:
energy above the lowest of the compared OMol25 structures with the same formula, charge and spin	51.0	kcal per mole
net charge	-3
calculated total energy	-60586.726	eV
Kohn-Sham gap	3.417	eV
HOMO level	2.73	eV

Each line ends with the natural charge from an NBO analysis.
Positions of all 55 atoms, in Å:
Y: -0.926 -0.199 0.546  1.969
P: -2.004 1.915 1.597  2.406
O: -2.295 0.494 2.175  -1.295
O: -2.802 2.673 2.681  -1.174
O: -2.429 1.538 0.145  -1.228
O: -0.437 1.718 1.746  -1.226
P: -0.019 -2.917 1.136  2.508
O: 1.199 -3.916 1.034  -1.243
O: -0.189 -2.094 -0.198  -1.312
O: 0.097 -1.599 1.960  -1.244
O: -1.373 -3.693 1.504  -1.265
C: 3.080 -0.432 2.012  -0.081
C: 4.307 0.405 1.646  -0.073
O: 5.217 -0.210 0.680  -0.764
O: 2.134 -0.380 1.011  -0.755
H: 2.587 -0.094 2.924  0.181
H: 3.451 -1.406 2.332  0.170
H: 4.881 0.404 2.573  0.146
H: 4.254 1.470 1.417  0.162
H: 4.810 -0.267 -0.188  0.466
H: 1.513 -1.042 1.323  0.529
C: -4.424 -2.338 2.096  -0.095
C: -4.075 -1.753 0.716  -0.052
O: -2.764 -1.714 0.416  -0.732
O: -5.738 -1.869 2.272  -0.725
H: -3.904 -1.960 2.976  0.203
H: -4.264 -3.414 2.038  0.152
H: -4.333 -0.721 0.479  0.213
H: -4.693 -2.304 0.007  0.102
H: -2.533 -2.634 0.561  0.533
H: -6.077 -2.446 2.960  0.438
C: -2.484 -1.127 -2.866  -0.231
O: -1.502 -0.440 -2.126  -0.506
C: -0.404 -0.069 -2.966  -0.054
C: 0.873 0.069 -2.111  -0.272
N: 0.653 0.902 -0.944  -0.683
C: 0.477 2.326 -1.172  -0.260
C: 1.762 3.012 -1.492  -0.068
O: 2.664 2.777 -0.414  -0.543
C: 3.978 3.080 -0.759  -0.240
H: -2.906 -0.499 -3.650  0.134
H: -3.320 -1.243 -2.177  0.220
H: -2.172 -2.064 -3.329  0.162
H: -0.702 0.840 -3.488  0.147
H: -0.196 -0.798 -3.750  0.157
H: 1.775 0.359 -2.648  0.147
H: 0.949 -0.933 -1.688  0.293
H: 1.509 0.838 -0.412  0.437
H: 0.151 2.769 -0.231  0.281
H: -0.190 2.671 -1.963  0.187
H: 1.635 4.095 -1.485  0.158
H: 2.165 2.654 -2.440  0.139
H: 3.993 3.932 -1.440  0.147
H: 4.508 2.206 -1.136  0.164
H: 4.530 3.430 0.113  0.174

# 4
Molecular formula: C10H28BN10O6
Method: DFT, wB97M-V/def2-TZVPD

Summary:
net charge	+1
calculated total energy	-38686.478	eV
Kohn-Sham gap	9.353	eV
HOMO level	-11.72	eV

Each line ends with the natural charge from an NBO analysis.
Positions of all 55 atoms, in Å:
O: 0.507 -0.793 2.102  -0.749
C: 1.895 -0.430 2.039  -0.083
C: 2.502 -0.795 0.701  -0.428
C: 1.876 -0.099 -0.526  -0.427
C: 1.337 1.317 -0.287  -0.233
N: -0.128 1.359 -0.290  -0.544
C: -0.838 1.723 0.759  0.599
N: -0.314 2.122 1.945  -0.467
C: -1.344 2.387 2.699  0.281
N: -2.502 2.186 2.070  -0.350
N: -2.179 1.752 0.811  -0.174
C: -3.193 1.394 -0.172  -0.560
B: -3.691 -0.093 0.132  1.105
O: -4.359 -0.287 1.305  -0.884
O: -3.406 -1.072 -0.774  -0.890
H: 0.393 -1.613 1.612  0.461
H: 2.447 -0.939 2.831  0.220
H: 1.967 0.629 2.276  0.176
H: 3.579 -0.636 0.724  0.225
H: 2.347 -1.872 0.581  0.198
H: 2.628 0.000 -1.305  0.256
H: 1.077 -0.701 -0.961  0.197
H: 1.698 1.789 0.617  0.232
H: 1.668 1.935 -1.122  0.238
H: -0.614 1.125 -1.139  0.410
H: -1.326 2.728 3.721  0.234
H: -3.448 2.308 2.389  0.447
H: -4.035 2.078 -0.082  0.246
H: -2.760 1.428 -1.167  0.245
H: -4.733 -1.170 1.403  0.505
H: -3.521 -1.968 -0.434  0.510
C: -4.051 -3.017 -4.124  0.772
O: -3.032 -3.585 -3.774  -0.665
N: -4.496 -1.888 -3.485  -0.867
N: -4.822 -3.457 -5.162  -0.845
H: -5.331 -1.395 -3.738  0.386
H: -3.926 -1.562 -2.724  0.412
H: -4.517 -4.283 -5.641  0.413
H: -5.663 -3.002 -5.461  0.389
C: 3.568 -0.325 5.904  0.780
O: 3.426 -0.510 4.706  -0.684
N: 3.576 0.927 6.453  -0.847
N: 3.732 -1.354 6.786  -0.843
H: 3.695 1.101 7.433  0.391
H: 3.465 1.702 5.829  0.406
H: 3.735 -2.284 6.411  0.410
H: 3.853 -1.225 7.772  0.391
C: 2.874 1.115 -4.446  0.781
O: 2.804 1.280 -3.235  -0.700
N: 2.994 -0.123 -5.005  -0.840
N: 2.840 2.158 -5.324  -0.841
H: 3.058 -0.281 -5.992  0.394
H: 3.028 -0.909 -4.384  0.410
H: 2.762 3.081 -4.939  0.409
H: 2.902 2.048 -6.318  0.393

Among the records above, which one has the highest calculated total energy? C10H27N3O4